1.
Computed, not measured: C43H48AuNO2P2Te2 as an isolated structure, with ωB97M-V with the def2-TZVPD basis set.

```
99
Properties=species:S:1:pos:R:3:forces:R:3
Au 1.809 0.445 0.429 0.532 -0.029 0.689
Te -2.593 -1.141 -0.107 -0.415 -0.148 0.484
Te 1.271 -4.771 -2.200 -0.456 0.338 0.640
P 2.832 1.173 2.372 0.138 0.010 0.031
P 2.469 2.758 -0.681 0.632 0.489 0.046
O -0.535 0.337 -0.015 -0.613 0.331 -0.516
O -3.236 1.212 0.829 -0.242 0.012 0.302
N 1.443 -0.413 -1.540 -0.044 0.870 -0.031
C 0.778 -0.110 -3.867 0.038 -0.135 -0.239
C -2.513 -2.783 2.364 -0.388 -0.212 -0.114
C -0.569 -0.731 -5.764 -0.073 0.055 0.076
C 0.041 1.437 -2.062 -0.318 0.654 -0.103
C -0.472 -0.314 -4.450 0.115 0.012 0.007
C -3.908 -4.930 3.430 -0.101 0.033 -0.013
C 1.923 4.500 -0.909 -0.016 -0.321 -0.004
C -1.227 4.518 4.000 0.112 -0.077 -0.139
C -0.699 1.327 -0.848 -0.052 -0.452 0.393
C 1.823 -0.671 -5.956 0.075 -0.016 -0.080
C -2.175 -3.283 3.614 -0.046 -0.022 0.100
C -1.748 -1.643 1.781 0.002 0.312 0.065
C -2.011 2.968 1.831 -0.184 0.257 0.336
C 0.579 -0.896 -6.521 0.039 -0.029 -0.012
C 0.846 0.288 -2.441 0.449 -0.735 -0.220
C 0.068 -5.416 1.992 0.051 0.035 0.128
C -0.956 -6.009 -0.512 -0.031 0.040 -0.153
C -2.867 -4.356 4.143 -0.007 0.081 0.043
C -0.372 4.351 2.918 0.161 0.113 0.041
C 2.008 1.365 3.984 -0.069 -0.162 -0.294
C 0.239 -5.315 -0.394 0.383 0.253 -0.745
C -1.225 3.427 -2.673 -0.189 0.154 0.213
C -3.561 -3.353 1.649 0.287 0.009 0.392
C -4.263 -4.422 2.194 0.047 0.037 0.018
C 1.931 -0.297 -4.628 -0.143 0.099 0.137
C -3.896 -2.824 0.294 0.380 -0.167 -0.291
C -1.117 -6.122 1.877 -0.066 -0.073 0.008
C -1.928 3.339 -1.464 0.160 -0.002 0.087
C 3.855 2.973 0.537 -0.132 0.162 -0.223
C -0.759 3.591 1.833 -0.131 -0.163 -0.109
C -2.469 3.902 4.001 -0.082 0.002 0.080
C 0.680 -2.674 -2.080 0.288 -0.411 -0.233
C 4.374 0.297 2.785 -0.130 0.008 -0.080
C 0.753 -5.011 0.859 0.071 0.070 -0.053
C -2.412 2.116 0.706 0.395 -0.062 -0.099
C -2.863 3.126 2.929 0.069 -0.086 -0.180
C -0.251 2.479 -2.945 0.329 -0.594 0.293
C 3.442 2.484 -2.207 -0.156 -0.022 0.143
C 3.373 2.881 1.980 0.040 -0.150 0.028
C 1.871 -1.780 -1.764 0.204 -0.622 -0.117
C -1.564 4.479 -3.679 -0.072 0.007 -0.026
C -1.675 2.317 -0.576 -0.414 -0.256 -0.133
C -1.636 -6.407 0.625 -0.039 -0.065 0.089
H 0.300 2.545 -3.873 -0.003 -0.061 -0.150
H -4.952 -2.557 0.220 0.055 0.362 -0.202
H -2.600 -4.743 5.114 0.043 -0.037 0.102
H -0.916 5.123 4.838 -0.022 0.053 0.068
H 1.082 1.924 3.845 -0.022 -0.002 0.079
H -4.445 -5.774 3.837 -0.063 -0.024 0.049
H -0.088 -2.566 -1.310 0.003 -0.184 0.047
H 1.042 4.515 -1.549 -0.030 0.098 0.007
H 4.925 0.834 3.557 -0.031 0.023 0.017
H 2.607 -1.849 -2.571 -0.011 -0.002 0.143
H 0.252 -2.408 -3.043 -0.081 -0.064 0.031
H -1.364 -0.171 -3.855 -0.123 0.033 0.021
H 5.004 0.189 1.902 -0.041 -0.013 0.021
H -5.088 -4.851 1.649 -0.107 -0.117 -0.092
H 4.186 3.275 -2.317 0.003 -0.051 -0.054
H -2.559 -6.957 0.527 -0.120 -0.094 0.030
H -1.347 -6.249 -1.491 -0.029 -0.025 -0.043
H 3.940 1.515 -2.150 -0.012 0.038 -0.053
H 2.720 5.079 -1.378 -0.020 0.060 0.058
H 1.665 4.936 0.055 -0.017 0.067 0.004
H -1.537 -0.918 -6.199 -0.131 -0.003 -0.073
H -3.831 2.646 2.911 -0.071 -0.031 0.046
H 4.177 3.157 2.672 -0.174 0.022 -0.002
H 4.335 3.942 0.360 0.065 -0.136 -0.030
H 2.665 1.901 4.675 -0.043 -0.042 -0.086
H -1.634 -6.457 2.762 -0.027 -0.034 0.069
H -3.711 -3.593 -0.461 0.006 0.042 -0.181
H 2.712 -0.785 -6.557 0.099 -0.024 -0.032
H 2.907 -0.122 -4.198 0.079 0.012 0.081
H -2.707 4.056 -1.249 -0.031 0.130 0.056
H 0.475 -5.198 2.969 0.026 0.003 0.093
H 4.121 -0.696 3.155 0.044 -0.019 -0.037
H 2.524 3.552 2.150 0.066 -0.026 0.071
H 2.777 2.498 -3.071 0.047 -0.024 -0.080
H 0.503 -1.198 -7.553 -0.003 -0.051 -0.145
H 0.598 4.831 2.923 0.038 0.039 0.009
H -1.984 5.364 -3.210 -0.022 0.084 0.043
H -1.750 -0.762 2.422 -0.011 0.149 -0.092
H -2.313 4.089 -4.369 -0.052 0.016 -0.084
H -3.126 4.037 4.845 -0.128 -0.004 0.079
H -1.371 -2.826 4.172 0.112 0.022 0.091
H -0.090 3.436 0.996 0.045 0.102 -0.030
H -0.707 -1.915 1.595 0.044 0.119 -0.246
H -0.698 4.768 -4.268 0.071 0.013 -0.032
H 1.691 -4.482 0.956 0.083 -0.009 -0.025
H 2.341 -2.114 -0.838 0.112 -0.028 -0.190
H 4.583 2.180 0.334 0.030 0.142 -0.044
H 1.778 0.382 4.396 -0.033 0.042 0.027
```
Forces are in eV/Å.

Output
* total charge: +2
* relative energy (zero: lowest compared OMol25 entry of this formula, charge and spin): 2.595 eV
* HOMO (spin up / spin down): -12.1 / -12.1 eV
* frontier orbital gap (spin up / spin down): 3.301 / 3.293 eV
* strongest force on any atom: 0.9 eV/Å

2.
Computed, not measured: C43H48BrCsN8O7S3 as an isolated structure, with ωB97M-V with the def2-TZVPD basis set.

```
111
Properties=species:S:1:pos:R:3:forces:R:3
Cs 0.712 -0.543 -0.139 0.495 0.348 -0.674
Br -6.211 -1.254 -0.911 0.088 0.126 0.018
S 1.177 1.218 3.122 -0.074 -0.109 0.066
S 0.103 2.932 -2.372 0.046 -0.130 -0.064
S -0.629 4.256 1.552 -0.242 0.008 -0.184
O 4.578 0.294 0.443 -0.076 -0.267 0.002
O 2.076 -3.442 1.049 0.129 0.129 0.126
O -1.873 -0.366 -0.081 -1.836 0.210 0.175
O 6.738 -3.578 1.204 -0.091 0.089 0.030
O -3.874 3.827 -2.128 0.015 0.148 0.159
O -3.880 0.673 -0.107 0.090 -0.204 0.008
O 1.438 -0.258 3.054 0.049 0.224 0.155
N 3.224 -1.528 0.730 0.729 -0.067 0.306
N -0.423 1.135 -4.401 -0.215 0.142 0.125
N 0.565 0.380 -3.922 0.281 0.033 0.059
N -2.363 3.790 -0.447 -0.420 0.241 0.280
N -1.952 2.732 -4.039 0.357 0.049 -0.090
N 5.595 -1.710 0.648 -0.212 -0.164 0.079
N 2.170 -1.699 -2.973 0.017 -0.067 0.086
N -2.682 2.534 1.421 0.221 -0.002 0.012
C 3.135 -2.813 1.119 0.064 -0.074 -0.103
C 1.066 -0.467 -4.756 0.112 -0.253 -0.119
C 4.304 -5.362 -0.109 0.004 0.064 0.068
C -4.809 -3.811 1.994 -0.048 0.007 -0.036
C 2.604 2.081 2.377 -0.091 0.083 -0.132
C 3.147 2.035 4.750 0.005 -0.025 -0.005
C 4.378 -1.943 3.785 0.014 -0.044 -0.120
C -5.578 -3.143 1.052 0.044 0.011 0.019
C -5.918 5.104 1.820 -0.070 -0.030 0.049
C -3.638 3.829 -0.929 -0.061 -0.124 -0.087
C 0.249 0.445 -8.350 0.024 -0.020 0.069
C 0.151 -1.766 -6.693 0.056 0.029 -0.024
C 0.626 -0.558 -6.183 0.033 -0.185 0.104
C 5.679 -2.968 1.153 -0.014 0.042 -0.013
C 4.401 -3.371 3.238 -0.022 0.082 0.030
C 4.406 -0.910 0.619 0.196 -0.066 0.014
C -1.955 3.490 0.862 0.108 -0.196 0.197
C -6.948 4.172 1.763 0.057 -0.032 -0.027
C 0.662 0.548 -7.029 0.019 0.102 -0.115
C -3.318 2.298 3.815 -0.049 0.095 -0.080
C -4.780 3.955 0.041 0.053 0.022 0.046
C -6.893 3.136 0.837 0.044 0.061 0.008
C 4.372 -3.538 1.696 0.062 0.060 -0.081
C -3.013 -2.280 1.580 -0.050 -0.081 0.052
C 3.042 -1.942 -5.179 0.023 -0.022 -0.008
C 1.650 1.764 4.803 0.080 -0.061 -0.072
C -0.762 2.183 -3.651 -0.286 -0.030 0.055
C 3.129 -2.518 -2.543 -0.089 0.072 -0.028
C -2.387 1.881 2.677 -0.105 0.209 0.327
C -0.269 -1.873 -8.014 0.012 0.075 0.004
C 4.088 -3.091 -3.364 -0.021 0.028 -0.010
C -0.219 -0.765 -8.849 0.004 -0.050 0.056
C 4.312 -5.036 1.384 0.074 -0.030 -0.142
C -4.832 4.989 0.967 0.137 0.057 0.006
C -3.774 -1.567 0.654 -0.056 0.013 -0.059
C -3.518 -3.379 2.257 0.040 0.012 0.007
C 2.115 -1.397 -4.278 -0.040 0.041 -0.015
C 3.340 2.848 3.473 -0.027 -0.052 0.004
C -3.027 3.703 4.341 -0.033 -0.053 -0.036
C -5.068 -2.027 0.398 0.194 -0.090 0.097
C -5.817 3.036 -0.034 -0.106 -0.108 -0.055
C -3.115 -0.305 0.070 0.136 -0.139 -0.077
C 4.033 -2.788 -4.717 -0.013 0.012 -0.029
H -0.549 -0.841 -9.879 0.003 0.002 0.013
H 4.391 2.990 3.218 -0.016 -0.037 -0.024
H 5.301 -3.884 3.586 0.021 -0.055 0.018
H 1.003 1.496 -6.634 -0.022 -0.047 -0.014
H 4.485 -1.967 4.874 -0.017 0.000 -0.035
H -6.576 -3.487 0.814 0.014 0.015 0.006
H 5.180 -5.503 1.852 0.009 -0.021 0.038
H 3.443 -1.433 3.544 0.012 0.003 -0.020
H 4.300 -6.443 -0.266 0.000 0.024 -0.004
H 5.193 -4.958 -0.600 -0.025 -0.024 0.012
H -3.163 4.448 3.554 0.013 -0.035 0.024
H -5.953 5.911 2.543 -0.002 -0.018 -0.024
H 2.983 -1.685 -6.228 -0.004 0.008 0.001
H 1.077 2.669 5.030 0.032 -0.053 -0.038
H 2.889 3.836 3.603 0.032 0.000 -0.008
H -2.403 3.364 -3.397 -0.148 -0.028 0.003
H -1.362 2.114 2.945 0.149 -0.017 0.013
H -1.623 3.725 -1.155 0.523 0.097 -0.286
H 3.540 -3.921 3.624 -0.025 0.008 -0.002
H 0.111 -2.630 -6.038 -0.008 0.013 -0.025
H 3.682 1.083 4.668 -0.009 0.040 0.020
H -2.901 -3.902 2.979 -0.011 0.032 -0.036
H 3.416 -4.949 -0.589 0.018 -0.021 0.005
H -3.229 1.953 0.767 -0.116 -0.064 -0.093
H -2.542 2.128 -4.588 0.004 -0.020 0.027
H 1.349 0.954 5.465 -0.038 0.024 0.033
H 4.845 -3.746 -2.952 -0.025 -0.001 0.002
H -2.460 0.806 2.506 -0.030 -0.022 -0.051
H -7.681 2.393 0.799 0.012 0.026 -0.002
H 4.762 -3.204 -5.404 -0.022 0.021 -0.008
H 5.205 -1.346 3.388 -0.027 -0.031 0.015
H 6.445 -1.255 0.354 0.073 0.059 0.059
H 3.207 1.290 1.924 0.000 0.004 0.007
H -1.998 -1.947 1.754 -0.020 0.005 -0.012
H -1.991 3.782 4.681 -0.066 0.003 -0.015
H -3.210 1.569 4.626 -0.016 0.005 -0.022
H -0.643 -2.818 -8.388 0.003 -0.011 0.007
H 3.410 -5.432 1.850 -0.036 0.003 0.008
H 2.216 2.723 1.584 0.023 -0.038 0.007
H -3.689 3.958 5.175 0.037 -0.011 -0.071
H -5.217 -4.674 2.508 -0.001 0.020 -0.024
H -4.353 2.242 3.460 0.003 -0.045 0.051
H -4.012 5.699 1.026 -0.016 -0.054 -0.003
H -5.749 2.223 -0.746 0.006 0.044 0.070
H 3.123 -2.729 -1.478 -0.021 0.037 -0.067
H 0.282 1.317 -8.993 0.005 0.004 0.017
H 3.510 2.556 5.639 -0.026 0.000 0.018
H -7.784 4.246 2.447 -0.013 0.008 -0.003
```
Forces are in eV/Å.

Output
* total charge: -2
* relative energy (zero: lowest compared OMol25 entry of this formula, charge and spin): 0.133 eV
* HOMO: -2.2 eV
* frontier orbital gap: 5.762 eV
* strongest force on any atom: 1.9 eV/Å